No. 1
A 3-piece molecular cluster, C4H13NO3 overall in a non-equilibrium geometry, computed with ωB97M-V with the def2-TZVPD basis set.

The geometry in XYZ format:
```
21
Properties=species:S:1:pos:R:3:nbo_charge:R:1
C -0.3045 -2.1001 -0.6297 -0.618
C -0.3488 -0.5231 -0.5961 -0.032
C -0.3900 -0.1380 -2.1076 -0.681
N 0.7652 0.1809 0.1207 -0.667
C 1.8869 0.7221 -0.5691 0.550
O 2.2010 0.6100 -1.7101 -0.597
H 0.0995 -2.2888 -1.5674 0.213
H -1.3385 -2.4691 -0.5988 0.209
H 0.3032 -2.6218 0.1883 0.217
H -1.3241 -0.2037 -0.0657 0.155
H -0.5462 0.9291 -2.4289 0.226
H 0.6541 -0.3124 -2.7200 0.268
H -0.9906 -0.8439 -2.7485 0.215
H 0.4883 0.5696 1.0144 0.418
H 2.6200 1.2597 0.1564 0.114
O 1.1007 1.9774 2.3307 -0.951
H 1.0859 2.9816 2.2996 0.480
H 0.1442 1.8414 2.6273 0.480
O -2.1861 0.4879 2.3533 -0.939
H -2.0291 -0.0947 3.0773 0.473
H -1.8912 0.0359 1.5739 0.466
```

Total charge: 0
SMILES string: CC(C)NC=O.O.O
HOMO energy, eV: -9.3
LUMO, eV: 0.4
E_tot, eV: -11990.2051
Relative energy (zero: lowest compared OMol25 entry of this formula, charge and spin), kJ/mol: 218.7
Kohn-Sham gap, Ha: 0.3567

***

No. 2
A 11-piece molecular cluster, C44H66O33 overall in a non-equilibrium geometry, computed with ωB97M-V with the def2-TZVPD basis set.

The geometry in XYZ format:
```
143
Properties=species:S:1:pos:R:3:mulliken_charge:R:1
C -3.8155 -4.5380 8.1151 -1.450
C -3.0724 -4.7432 6.7982 0.616
C -3.7715 -5.4658 5.7428 -0.418
O -3.7662 -4.5132 4.6827 -0.379
C -3.0194 -3.4161 4.9387 0.770
O -2.5850 -2.5905 4.1228 -0.615
O -2.6365 -3.5508 6.1721 -0.386
H -3.7983 -5.3828 8.8036 0.381
H -4.8499 -4.2451 7.9352 0.378
H -3.4404 -3.6332 8.5935 0.356
H -2.2150 -5.3935 6.9710 0.159
H -4.7343 -5.7646 6.1573 0.312
H -3.1664 -6.2893 5.3636 0.271
C -1.1180 1.4397 8.1667 -1.382
C -1.2948 2.5192 7.1516 0.361
C -0.4350 2.3439 5.8857 -0.390
O -1.4527 2.2534 4.9404 -0.278
C -2.6732 2.3770 5.4702 0.697
O -3.6544 2.4924 4.7465 -0.628
O -2.6143 2.3725 6.7632 -0.338
H -1.8135 1.3948 9.0047 0.335
H -0.1530 1.5976 8.6483 0.373
H -1.1452 0.4728 7.6641 0.310
H -1.2477 3.5432 7.5221 0.334
H -0.0321 1.3317 5.9215 0.298
H 0.3581 3.0913 5.9049 0.308
C -1.9962 6.7653 1.2450 -1.235
C -3.0687 5.9612 0.3811 0.571
C -4.4952 6.3710 0.2614 -0.424
O -5.0002 6.1526 -1.0804 -0.297
C -3.8334 5.9240 -1.8051 0.578
O -3.6562 6.0242 -3.0422 -0.547
O -2.7294 5.7668 -0.8999 -0.360
H -2.5216 7.7191 1.2925 0.329
H -1.0550 7.1011 0.8096 0.350
H -1.8789 6.3701 2.2541 0.291
H -3.0476 5.0020 0.8983 0.175
H -4.7378 7.3734 0.6142 0.290
H -5.0526 5.6832 0.8972 0.281
C -5.8411 0.6510 -9.1725 -1.348
C -5.0497 1.2997 -7.9747 0.538
C -5.8279 2.4600 -7.3623 -0.540
O -6.2776 2.0242 -6.0882 -0.322
C -5.5845 0.8143 -5.8266 0.624
O -5.9394 0.0625 -4.8557 -0.571
O -4.8944 0.4233 -6.9111 -0.312
H -5.7127 -0.4314 -9.1726 0.347
H -5.7048 1.0983 -10.1571 0.357
H -6.9058 0.6954 -8.9432 0.359
H -4.0892 1.6208 -8.3778 0.321
H -6.7219 2.8225 -7.8697 0.272
H -5.2446 3.3415 -7.0963 0.272
C -6.2154 -2.6944 0.5650 -1.408
C -6.8624 -1.9650 1.7318 0.468
C -7.9600 -0.8712 1.6255 -0.452
O -9.1090 -1.6533 1.5945 -0.320
C -8.8666 -2.7943 2.2024 0.625
O -9.7054 -3.7046 2.3054 -0.599
O -7.5818 -2.8805 2.5542 -0.327
H -5.1352 -2.5703 0.4873 0.340
H -6.7160 -2.5920 -0.3978 0.385
H -6.3286 -3.7669 0.7232 0.340
H -5.9843 -1.5607 2.2353 0.364
H -7.9272 -0.4946 0.6032 0.296
H -7.9041 0.0052 2.2713 0.289
C -0.9382 0.0210 -1.5712 -1.473
C 0.1702 0.9496 -1.0576 0.395
C 1.5686 0.2737 -0.7871 -0.268
O 2.3934 1.0956 -1.6396 -0.304
C 1.7006 2.1734 -2.1261 0.674
O 2.2954 3.0513 -2.7494 -0.629
O 0.4466 2.0194 -1.9077 -0.316
H -0.5471 -0.4314 -2.4825 0.375
H -1.9049 0.5102 -1.4514 0.349
H -0.9855 -0.9092 -1.0050 0.402
H -0.3289 1.4620 -0.2351 0.253
H 1.6898 -0.7981 -0.9442 0.317
H 1.7968 0.4849 0.2576 0.227
C 1.7070 -6.0319 3.1328 -1.324
C 2.7764 -5.2433 3.8583 0.365
C 2.8670 -3.6667 3.6678 -0.378
O 3.1511 -3.4147 5.0142 -0.322
C 2.4740 -4.2321 5.8391 0.661
O 2.2173 -3.9176 6.9647 -0.569
O 2.3485 -5.3759 5.2304 -0.320
H 0.6446 -6.0705 3.3736 0.310
H 2.0701 -7.0588 3.1758 0.340
H 1.6384 -5.8065 2.0686 0.373
H 3.7643 -5.6893 3.9734 0.304
H 2.0240 -3.1724 3.1851 0.272
H 3.6468 -3.3407 2.9795 0.290
C 6.9539 1.4075 -5.8433 -1.509
C 6.8179 2.2617 -7.1016 0.442
C 6.6236 3.7011 -6.6649 -0.378
O 7.6187 4.3930 -7.5072 -0.367
C 8.5102 3.5181 -8.0417 0.711
O 9.3750 3.7621 -8.8461 -0.547
O 8.1106 2.3187 -7.7274 -0.370
H 7.3898 0.4360 -6.0765 0.342
H 6.0075 1.2366 -5.3303 0.402
H 7.6440 1.7903 -5.0914 0.370
H 6.0288 1.9549 -7.7880 0.294
H 6.6821 3.7549 -5.5778 0.317
H 5.6268 3.8539 -7.0786 0.295
C -3.0551 -5.6904 -3.8729 -1.345
C -3.3880 -4.8167 -5.1032 0.668
C -2.5015 -5.0431 -6.2638 -0.494
O -3.4007 -5.3688 -7.2647 -0.341
C -4.6311 -5.1413 -6.9179 0.669
O -5.6415 -4.9000 -7.6042 -0.578
O -4.6134 -5.0599 -5.5655 -0.383
H -2.3780 -6.4948 -4.1607 0.384
H -3.8396 -6.3253 -3.4610 0.363
H -2.5040 -5.1393 -3.1109 0.291
H -3.3241 -3.7449 -4.9155 0.256
H -1.7642 -5.8389 -6.1584 0.257
H -1.9562 -4.1719 -6.6267 0.256
C 9.8173 -2.4998 2.0904 -1.566
C 8.5293 -1.9487 1.6394 0.674
C 8.5808 -0.6617 0.8211 -0.364
O 7.8535 -0.8307 -0.3841 -0.278
C 7.2699 -2.1091 -0.2641 0.614
O 6.3201 -2.5922 -0.9359 -0.570
O 7.7997 -2.8186 0.7737 -0.371
H 9.7983 -3.5343 2.4333 0.363
H 10.2351 -1.9669 2.9446 0.380
H 10.5669 -2.5510 1.3007 0.376
H 7.9836 -1.7591 2.5637 0.162
H 9.6379 -0.5439 0.5832 0.301
H 8.2241 0.1684 1.4308 0.278
C 6.9478 5.9271 0.4277 -1.478
C 6.0474 5.6873 1.6311 0.478
C 4.6165 6.0881 1.3804 -0.386
O 3.9538 4.9915 2.0306 -0.317
C 4.8266 3.9624 2.3663 0.627
O 4.6260 2.8337 2.7076 -0.539
O 6.0434 4.2364 1.7779 -0.328
H 7.9025 5.4020 0.4576 0.362
H 7.2229 6.9731 0.2921 0.393
H 6.5436 5.6613 -0.5491 0.359
H 6.3937 5.9512 2.6304 0.300
H 4.2683 6.0997 0.3476 0.260
H 4.2220 7.0412 1.7325 0.268
```

Total charge: 0
SMILES string: C[C@H]1COC(=O)O1.C[C@H]1COC(=O)O1.C[C@H]1COC(=O)O1.C[C@H]1COC(=O)O1.C[C@H]1COC(=O)O1.C[C@H]1COC(=O)O1.C[C@H]1COC(=O)O1.C[C@H]1COC(=O)O1.C[C@H]1COC(=O)O1.C[C@H]1COC(=O)O1.C[C@H]1COC(=O)O1
HOMO energy, eV: -10.3
LUMO, eV: -0.1
E_tot, eV: -114258.6137
Relative energy (zero: lowest compared OMol25 entry of this formula, charge and spin), kJ/mol: 1157.1
Kohn-Sham gap, Ha: 0.3760

***

No. 3
C4H4O2 as an isolated structure, computed with ωB97M-V with the def2-TZVPD basis set.

The geometry in XYZ format:
```
10
Properties=species:S:1:pos:R:3:nbo_charge:R:1
O -2.0487 -1.0288 1.3451 -0.551
C -1.2651 -0.3953 0.6968 0.781
O -1.2226 0.6908 0.0752 -0.522
C 0.3294 1.1314 -0.7555 -0.127
C 1.2489 0.1187 -0.5314 -0.093
C 1.1263 -0.9608 0.1095 -0.274
H -0.1276 -0.9706 0.5843 0.067
H -0.0807 1.2201 -1.7601 0.231
H 0.4877 2.0736 -0.2347 0.231
H 1.5524 -1.8791 0.4708 0.256
```

Total charge: 0
HOMO energy, eV: -9.3
LUMO, eV: -0.1
E_tot, eV: -8303.2323
Relative energy (zero: lowest compared OMol25 entry of this formula, charge and spin), kJ/mol: 371.0
Kohn-Sham gap, Ha: 0.3349

***

No. 4
H26NeO13 as an isolated structure, computed with ωB97M-V with the def2-TZVPD basis set.

The geometry in XYZ format:
```
40
Properties=species:S:1:pos:R:3:nbo_charge:R:1
Ne -0.0290 -0.6057 0.7459 -0.001
O -3.3830 -1.7541 0.5371 -0.979
H -3.0917 -1.3031 -0.2554 0.493
H -2.8015 -1.4301 1.2250 0.461
O 2.8392 2.1021 -0.4171 -0.971
H 2.2004 2.5018 0.1731 0.498
H 3.6298 2.6307 -0.3087 0.481
O -3.0503 1.2865 0.8087 -0.951
H -3.0052 2.1431 1.2334 0.459
H -2.7603 0.6698 1.4810 0.483
O 0.2987 -3.3967 1.4153 -0.956
H 0.4913 -3.8845 0.6146 0.485
H -0.6573 -3.3722 1.4573 0.483
O -0.1312 -2.4012 -2.2445 -0.963
H -1.0059 -2.0253 -2.1453 0.482
H -0.1114 -2.7287 -3.1437 0.463
O -0.5820 2.2723 -1.2351 -0.955
H -0.8969 1.6112 -0.6186 0.496
H 0.0783 2.7623 -0.7451 0.483
O -0.4275 0.6588 -3.3640 -0.994
H -0.0505 1.0780 -4.1375 0.482
H -0.3135 1.3011 -2.6634 0.496
O 0.9131 2.9622 1.2644 -0.967
H 0.5699 3.8333 1.4631 0.491
H 0.9746 2.5286 2.1156 0.503
O 3.1439 0.5737 1.8179 -0.975
H 2.9999 0.9428 0.9466 0.490
H 3.9041 1.0468 2.1563 0.470
O -2.4800 -0.8791 -1.9657 -0.976
H -3.1499 -1.0926 -2.6152 0.485
H -1.8781 -0.2936 -2.4252 0.511
O 2.7613 -2.2522 2.1022 -0.982
H 2.7395 -1.2968 2.0486 0.479
H 1.9195 -2.5320 1.7426 0.481
O 2.6147 0.0233 -2.3807 -0.963
H 1.6896 -0.1626 -2.2196 0.479
H 2.8041 0.7879 -1.8369 0.476
O -2.2004 -0.7371 2.7389 -0.962
H -1.7483 -0.2617 3.4359 0.491
H -2.8174 -1.3069 3.1981 0.494
```

Total charge: 0
HOMO energy, eV: -9.7
LUMO, eV: -0.6
E_tot, eV: -30549.1597
Relative energy (zero: lowest compared OMol25 entry of this formula, charge and spin), kJ/mol: 102.8
Kohn-Sham gap, Ha: 0.3357

***

No. 5
C5H6N2O2S as an isolated structure in a non-equilibrium geometry, computed with ωB97M-V with the def2-TZVPD basis set.

The geometry in XYZ format:
```
16
Properties=species:S:1:pos:R:3:nbo_charge:R:1
O -0.3695 2.4385 -0.5126 -0.630
N 0.9139 -2.0366 0.3585 -0.608
O -1.9537 0.9713 0.1986 -0.694
S 2.2390 -1.3276 -0.3506 0.567
C -0.7052 1.3089 -0.1678 0.796
C -0.0129 -1.1601 0.4334 0.275
C 0.2533 0.2020 0.0052 -0.387
C 1.5352 0.2205 -0.4834 0.077
N 2.1980 1.2825 -1.0822 -0.805
C -1.3851 -1.7015 0.8219 -0.646
H -2.4551 1.7414 0.5231 0.507
H 1.7369 2.2704 -1.0948 0.452
H 3.1207 1.1297 -1.4269 0.397
H -1.4036 -2.8765 0.8333 0.240
H -1.5984 -1.1544 1.8033 0.226
H -2.1137 -1.3085 0.1410 0.234
```

Total charge: 0
HOMO energy, eV: -8.8
LUMO, eV: 0.6
E_tot, eV: -23192.8976
Relative energy (zero: lowest compared OMol25 entry of this formula, charge and spin), kJ/mol: 77.3
Kohn-Sham gap, Ha: 0.3475

***

No. 6
A 2-piece molecular cluster, C5H8N2 overall, computed with ωB97M-V with the def2-TZVPD basis set.

The geometry in XYZ format:
```
15
Properties=species:S:1:pos:R:3:nbo_charge:R:1
C 1.1200 -1.0582 2.6087 -0.407
N 0.4394 -1.1290 0.5925 -0.366
C 0.8096 -0.0606 -0.1887 -0.037
C -0.3120 0.3791 -0.8299 -0.122
C -0.4548 1.5149 -1.7961 -0.626
C -1.3321 -0.5146 -0.3748 -0.024
N -0.8789 -1.4210 0.4595 -0.242
H 1.0751 -1.8331 0.9884 0.467
H 0.0856 -1.1961 2.9766 0.132
H 1.2517 0.0409 2.5958 0.119
H 1.8324 0.2926 -0.2020 0.228
H -0.7981 1.1598 -2.7742 0.223
H 0.5003 2.0267 -1.9445 0.221
H -1.1807 2.2552 -1.4437 0.223
H -2.3818 -0.5107 -0.6465 0.210
```

Total charge: 0
HOMO energy, eV: -9.0
LUMO, eV: 0.1
E_tot, eV: -8290.0570
Relative energy (zero: lowest compared OMol25 entry of this formula, charge and spin), kJ/mol: 476.6
Kohn-Sham gap, Ha: 0.3348